Molecular formula: C15H31Br2NaO13
Method: DFT, ωB97M-V/def2-TZVPD

```
62
Properties=species:S:1:pos:R:3:forces:R:3:lowdin_charge:R:1
Na -0.81416 0.27579 -1.46936 -0.278 0.184 -0.018 0.8043
C -5.59893 4.40012 -2.48350 0.631 -0.860 -0.228 -0.4733
O -4.54554 3.55446 -2.49928 1.147 -0.865 0.154 -0.4499
H -5.40528 5.21607 -3.17978 -0.287 0.898 -0.195 0.0316
H -6.50663 3.89964 -2.82069 -0.867 -0.040 -0.182 0.0255
H -5.80790 4.79505 -1.48929 -0.261 0.587 0.515 0.0299
Br 1.08810 3.23758 -5.99822 -0.140 0.152 0.020 0.5864
C 1.08271 4.76775 -4.76279 0.364 -0.374 -0.007 -0.7127
C 0.50714 5.97357 -5.41499 0.035 0.770 -0.639 -0.6531
Br 0.87144 7.54770 -4.20701 -0.537 -0.916 -0.673 0.5657
H 2.13965 4.92677 -4.54908 -0.294 -0.149 0.399 0.0454
H 0.46676 4.45291 -3.92042 0.424 0.093 0.055 0.0578
H -0.53944 5.82570 -5.68121 -0.141 0.469 0.634 0.0719
H 0.99628 6.23655 -6.35292 0.253 -0.050 0.249 0.0487
C 3.46859 5.76144 1.88232 -0.944 1.525 -0.672 -0.0559
O 4.54050 4.86294 2.03697 0.853 -1.252 -0.056 -0.0207
C 4.57130 3.66534 1.40675 -2.569 -1.074 -1.530 -0.4934
O 3.57818 3.15960 0.80881 3.843 1.631 2.165 0.0573
O 5.78699 3.05225 1.48087 -1.978 0.225 -0.699 -0.0204
C 6.96402 3.66821 2.00836 -0.255 -0.203 0.197 -0.0374
H 3.90447 6.72245 1.60920 0.226 -0.029 -0.006 0.0932
H 2.88635 5.97817 2.77793 0.373 -0.696 0.408 0.0946
H 2.73597 5.55821 1.10126 0.361 -0.756 -0.076 0.0961
H 6.88632 3.62056 3.09453 0.208 0.514 -0.016 0.0974
H 7.10977 4.66573 1.59387 -0.060 -0.004 0.313 0.0980
H 7.78144 3.01696 1.69883 -0.105 0.089 -0.056 0.0946
C -3.45760 -6.45284 -0.04863 0.200 -1.553 -0.791 -0.0314
O -4.64902 -5.74177 0.27413 -0.242 -0.868 0.371 0.0319
C -4.76909 -4.52088 -0.13340 2.273 4.495 -0.893 -0.5448
O -3.84498 -3.86420 -0.69706 -3.139 -1.823 1.367 0.0417
O -5.96432 -3.99374 0.28641 0.654 -0.675 -0.761 0.0002
C -6.22096 -2.60856 0.02921 0.488 1.466 -0.376 -0.0549
H -3.81117 -7.41763 -0.41233 -0.093 -0.082 0.073 0.0934
H -2.83372 -6.69518 0.81168 -0.235 0.642 0.246 0.0969
H -2.84897 -6.06848 -0.86713 -0.306 0.692 0.322 0.0947
H -5.94030 -2.23535 -0.95569 0.460 -0.682 -0.160 0.0925
H -5.70640 -1.95715 0.73561 0.294 -0.345 0.193 0.0930
H -7.25990 -2.28398 0.08699 -0.299 -1.205 0.392 0.0924
C -1.72296 1.15825 5.13484 -0.480 0.852 -0.857 -0.0510
O -1.49238 -0.12328 5.75423 0.304 -0.347 -0.403 -0.0016
C -1.14468 -1.19011 4.97936 0.345 1.820 -3.390 -0.5200
O -0.86566 -1.08890 3.75252 -0.865 -0.774 3.934 0.0590
O -1.16946 -2.29063 5.72571 -0.117 1.147 0.226 0.0143
C -0.94003 -3.52375 5.10352 0.568 -1.569 -0.417 -0.0609
H -1.85142 1.97237 5.84815 0.165 -0.773 0.823 0.0900
H -2.64383 1.20435 4.55347 -0.169 -0.705 0.039 0.0933
H -0.98524 1.57400 4.44852 0.654 -0.937 0.071 0.0890
H -1.78598 -3.86984 4.50966 0.005 0.401 -0.197 0.1011
H -0.78637 -4.28962 5.86374 -0.240 0.394 0.429 0.0946
H -0.01354 -3.56816 4.53103 -0.170 0.505 -0.318 0.0973
C 3.82138 -3.57091 -0.11207 0.421 -0.114 0.689 -0.0474
O 3.57280 -4.56708 -1.09972 -0.384 0.058 -1.349 -0.0120
C 2.90632 -4.19164 -2.23780 -0.597 -0.622 1.794 -0.5660
O 2.44578 -3.09220 -2.42528 0.434 -0.262 -0.463 0.0984
O 2.68029 -5.30243 -2.96329 0.583 1.480 -0.358 -0.0049
C 1.97826 -5.06592 -4.22450 -0.206 -0.528 0.838 -0.0139
H 3.54792 -3.96088 0.86836 -0.771 -0.129 -0.182 0.0894
H 3.31800 -2.62811 -0.32619 0.208 -0.164 -0.028 0.0898
H 4.89589 -3.47656 0.04492 0.131 0.423 -0.729 0.0917
H 1.12592 -4.40840 -4.05329 -0.056 -0.240 0.060 0.0883
H 1.68776 -6.09285 -4.44615 -0.201 0.372 -0.534 0.0972
H 2.57962 -4.60947 -5.01071 0.380 -0.221 0.283 0.0971
```
Positions in Å, forces in eV/Å.

Computed properties:
E: -187170.4555 eV
Molar mass: 602.20 g mol⁻¹
Total charge: 0
Max |F|: 5.12 eV Å⁻¹
Frontier orbital gap: 2.712 eV
Lowest unoccupied orbital energy: -1.808 eV